1.
One molecule with the formula C3H4ClNS at a distorted geometry, computed with ωB97M-V/def2-TZVPD.

Values from the calculation:
**Structure (SMILES)**: S=CN/C=C/Cl
**Energy above the lowest of the compared OMol25 structures with the same formula, charge and spin**: 49.7 kJ/mol
**Gap between HOMO and LUMO**: 0.319 hartree
**Highest occupied orbital energy**: -0.3158 Ha

Bonds (Å) are listed after each position.
Atoms and positions in Å:
1 C 0.797 -1.496 0.489  C2 1.333, H4 1.109, Cl10 1.712
2 C 0.548 -0.344 -0.133  C1 1.333, H5 1.088, N8 1.361
3 C -0.965 1.526 -0.385  H7 1.105, N8 1.328, S9 1.665
4 H 0.314 -1.746 1.456  C1 1.109
5 H 1.200 0.008 -0.930  C2 1.088
6 H -0.939 0.106 1.117  N8 1.047
7 H -1.922 1.869 0.048  C3 1.105
8 N -0.482 0.462 0.245  C2 1.361, C3 1.328, H6 1.047
9 S -0.400 2.298 -1.747  C3 1.665
10 Cl 1.848 -2.682 -0.160  C1 1.712

Results of the natural (NBO) charge analysis, in e, for atoms 1 through 2: -0.275, -0.037

---

2.
One molecule with the formula C3H10N2 at a distorted geometry, computed with ωB97M-V/def2-TZVPD.

Values from the calculation:
**Structure (SMILES)**: NCCCN
**Energy above the lowest of the compared OMol25 structures with the same formula, charge and spin**: 145.8 kJ/mol
**Gap between HOMO and LUMO**: 0.360 hartree
**Highest occupied orbital energy**: -0.3154 Ha

Bonds (Å) are listed after each position.
Atoms and positions in Å:
1 C -0.217 1.312 -0.493  C2 1.629, N5 1.576, H6 1.147, H7 1.043
2 C 0.383 -0.122 -0.007  C1 1.629, C3 1.591, H8 1.076, H9 1.085
3 C -0.819 -0.986 0.575  C2 1.591, N4 1.474, H10 1.141, H11 1.124
4 N -0.146 -2.164 1.152  C3 1.474, H12 1.011, H13 1.019
5 N 1.135 2.022 -0.880  C1 1.576, H14 0.960, H15 0.995
6 H -0.773 1.035 -1.458  C1 1.147
7 H -0.870 1.907 0.061  C1 1.043
8 H 0.766 -0.531 -0.926  C2 1.076
9 H 1.246 -0.056 0.647  C2 1.085
10 H -1.698 -1.324 -0.070  C3 1.141
11 H -1.198 -0.392 1.451  C3 1.124
12 H -0.644 -2.713 1.839  N4 1.011
13 H 0.257 -2.806 0.470  N4 1.019
14 H 1.276 1.875 -1.818  N5 0.960
15 H 1.302 2.943 -0.542  N5 0.995

Results of the natural (NBO) charge analysis, in e, for atoms 1 through 2: -0.218, -0.386

---

no.,DFT total energy (eV)
1,-28022.588
2,-6251.917